Entry 1:
C20H30O4 | the ωB97M-V functional and the def2-TZVPD basis

## Properties
- energy relative to the best compared isomer or geometry (same formula, charge and spin) (kJ/mol) = 120.6
- DFT total energy (eV) = -29416.64956
- frontier orbital gap (eV) = 9.64
- SMILES string = CCCCC[C@H](O)/C=C/[C@H]1C=CC(=O)[C@@H]1C/C=C\CCCC(=O)O

```
! RIJCOSX wB97M-V def2-TZVPD def2/J DEFGRID3
* xyz 0 1
C -7.086 -0.313 0.672
C -5.566 -0.217 0.735
C -4.956 -0.053 -0.656
C -3.429 -0.078 -0.655
C -2.806 1.126 0.050
H -2.992 1.081 1.123
H -3.257 2.046 -0.332
C -1.286 1.187 -0.175
C -0.597 -0.025 0.379
C 0.011 -0.948 -0.347
C 0.838 -2.061 0.218
C 0.584 -3.378 -0.451
C 1.690 -3.944 -0.928
C 2.861 -3.095 -0.664
O 4.019 -3.349 -0.892
C 2.341 -1.810 -0.031
H 2.456 -1.015 -0.776
C 3.147 -1.416 1.214
C 2.692 -0.095 1.754
C 3.314 1.071 1.671
C 4.644 1.362 1.054
H 5.339 1.634 1.856
H 5.047 0.486 0.545
C 4.569 2.532 0.068
C 3.814 2.165 -1.207
C 2.313 2.122 -1.026
O 1.673 2.854 -0.314
O 1.756 1.200 -1.803
H 0.768 1.209 -1.717
H 4.001 2.923 -1.973
H 4.144 1.203 -1.600
H 5.583 2.837 -0.199
H 4.069 3.380 0.540
H 2.836 1.940 2.106
H 1.731 -0.124 2.251
H 4.202 -1.396 0.942
H 3.015 -2.186 1.979
H 1.771 -4.892 -1.430
H -0.413 -3.783 -0.508
H 0.637 -2.154 1.291
H -0.005 -0.889 -1.426
H -0.605 -0.076 1.459
O -0.975 1.316 -1.558
H -1.381 2.128 -1.881
H -0.885 2.063 0.361
H -3.079 -0.994 -0.174
H -3.073 -0.094 -1.688
H -5.305 0.886 -1.093
H -5.316 -0.865 -1.292
H -5.288 0.631 1.363
H -5.165 -1.122 1.198
H -7.390 -1.168 0.073
H -7.505 -0.426 1.669
H -7.506 0.585 0.224
*
```

Atom charges from the Mulliken analysis, given in e for atoms 1 to 5: -1.361, -0.152, -0.842, -0.337, -0.924


Entry 2:
C20H30O5 | the ωB97M-V functional and the def2-TZVPD basis

## Properties
- energy relative to the best compared isomer or geometry (same formula, charge and spin) (kJ/mol) = 10.7
- DFT total energy (eV) = -31465.23141
- frontier orbital gap (eV) = 9.04
- SMILES string = CCOC(=O)C(CCCOc1ccc([C@H](C)CC)cc1)C(=O)OCC

```
! RIJCOSX wB97M-V def2-TZVPD def2/J DEFGRID3
* xyz 0 1
C 0.325 2.188 -4.836
C 1.776 1.748 -4.958
H 2.356 2.453 -5.557
H 1.835 0.746 -5.395
O 2.416 1.732 -3.679
C 2.247 0.645 -2.926
O 1.653 -0.340 -3.269
C 2.931 0.832 -1.578
C 2.653 -0.361 -0.656
C 3.548 -0.339 0.581
C 3.129 -1.356 1.649
O 2.022 -0.911 2.404
C 0.738 -1.149 2.007
C 0.329 -2.047 1.028
C -1.018 -2.196 0.747
C -1.991 -1.474 1.420
C -1.573 -0.588 2.408
C -0.236 -0.428 2.699
H 0.088 0.257 3.468
H -2.300 -0.010 2.960
C -3.452 -1.648 1.086
C -4.045 -0.334 0.571
H -4.025 0.429 1.345
H -3.476 0.027 -0.283
H -5.078 -0.480 0.261
C -4.243 -2.166 2.295
C -3.734 -3.521 2.771
H -4.317 -3.869 3.621
H -2.691 -3.451 3.072
H -3.812 -4.259 1.976
H -4.174 -1.446 3.112
H -5.296 -2.251 2.015
H -3.531 -2.393 0.286
H -1.312 -2.897 -0.022
H 1.041 -2.636 0.472
H 3.934 -1.454 2.384
H 2.951 -2.339 1.203
H 3.525 0.653 1.036
H 4.579 -0.549 0.289
H 2.811 -1.282 -1.222
H 1.601 -0.324 -0.368
C 2.395 2.102 -0.929
O 3.072 2.950 -0.418
O 1.065 2.118 -0.988
C 0.389 3.187 -0.321
C 0.177 2.858 1.149
H -0.399 3.649 1.621
H -0.357 1.915 1.251
H 1.137 2.772 1.654
H 0.979 4.102 -0.430
H -0.564 3.290 -0.843
H 4.005 0.962 -1.740
H -0.126 2.238 -5.823
H 0.269 3.168 -4.368
H -0.228 1.475 -4.229
*
```

Atom charges from the Mulliken analysis, given in e for atoms 1 to 5: -1.059, -0.277, 0.316, 0.341, -0.320


Entry 3:
C20H31As2CoGeS | the ωB97M-V functional and the def2-TZVPD basis

## Properties
- energy relative to the best compared isomer or geometry (same formula, charge and spin) (kJ/mol) = 260.1
- DFT total energy (eV) = -247891.93949
- frontier orbital gap (spin up / spin down) (eV) = 6.33 / 8.09
- <S²> = 6.040

```
! RIJCOSX wB97M-V def2-TZVPD def2/J DEFGRID3
* xyz 0 5
Co 13.034 8.904 6.699
C 13.814 8.318 10.572
As 12.715 8.839 8.971
C 11.185 7.778 9.620
C 12.025 10.604 9.457
C 11.140 10.821 10.515
C 10.520 12.005 10.661
C 10.864 13.068 9.780
C 11.731 12.932 8.768
C 12.143 11.588 8.455
As 12.742 11.137 6.622
C 11.216 12.160 5.882
C 14.222 12.392 6.240
H 14.842 8.691 10.419
H 13.808 7.223 10.647
H 13.344 8.758 11.470
H 11.436 7.215 10.497
H 11.004 6.997 8.845
H 10.220 8.283 9.672
H 10.932 10.000 11.214
H 9.661 12.146 11.371
H 10.402 14.057 9.866
H 11.862 13.726 8.060
H 11.334 13.237 6.002
H 10.267 11.847 6.331
H 11.225 11.973 4.818
H 15.151 12.093 6.740
H 13.933 13.346 6.640
H 14.361 12.434 5.159
C 16.970 7.544 7.720
Ge 15.418 8.057 6.546
C 16.346 8.860 4.959
C 14.841 6.453 5.702
C 14.491 9.371 7.633
H 17.673 8.313 8.058
H 17.566 6.976 7.018
H 16.592 6.923 8.619
H 15.811 8.656 4.083
H 17.344 8.393 4.955
H 16.470 9.943 4.965
H 13.853 6.111 6.038
H 15.646 5.685 5.798
H 14.718 6.823 4.679
H 15.081 10.063 8.240
S 11.446 8.094 5.513
C 9.863 8.267 6.182
C 9.133 9.383 5.776
C 7.833 9.633 6.352
C 7.271 8.666 7.183
C 7.962 7.475 7.492
C 9.276 7.313 7.027
H 9.581 10.072 5.015
H 7.234 10.559 6.046
H 6.256 8.808 7.511
H 7.476 6.710 8.095
H 9.856 6.456 7.250
*
```

Atom charges from the Mulliken analysis, given in e for atoms 1 to 5: -0.541, -1.267, 1.355, -1.543, 0.172